DFT (wB97M-V/def2-TZVPD) results for a cluster of 2 separate species, FH3N2O in total.

The geometry in XYZ format:
```
7
Properties=species:S:1:pos:R:3:forces:R:3:nbo_charge:R:1
N -0.087633 -0.183928 0.118007 2.29 -0.78 -0.14 -0.4945
N 1.178523 0.029631 -0.085957 -2.03 2.07 1.23 0.1879
O 1.674681 1.171342 -0.054492 -0.62 -1.07 -0.50 -0.3912
F -2.638006 0.242472 0.054314 1.61 0.93 -0.42 -0.6022
H -1.730085 0.597474 -0.088287 -1.80 -1.00 0.52 0.5739
H -0.307518 -1.200294 0.280221 0.73 1.06 -0.65 0.3594
H 1.910035 -0.656699 -0.223809 -0.17 -1.22 -0.04 0.3669
```
Positions in Å, forces in eV/Å.

Results
Energy: -286.3101 Eh
SMILES string: [H]/N=[NH+]/[O-].F
Net charge: 0

***

DFT (wB97M-V/def2-TZVPD) results for an isolated molecule of FH3N2O2S.

The geometry in XYZ format:
```
9
Properties=species:S:1:pos:R:3:forces:R:3:nbo_charge:R:1
N -1.383382 0.144471 -0.164005 -2.20 -0.08 0.62 -0.6344
N -0.411303 -0.524330 0.593626 1.85 0.51 -0.88 -0.7029
O 2.045137 -0.724859 0.631962 1.27 -0.84 0.12 -0.8663
O 0.910090 1.531760 -0.024599 0.80 -6.32 -0.22 -0.8802
F 1.010191 -0.410784 -1.610235 -0.15 0.13 2.09 -0.4847
S 1.011050 -0.032667 0.000389 -0.76 6.40 -0.36 2.4121
H -1.768099 0.802129 0.515147 -0.15 0.20 -0.62 0.3607
H -0.876159 0.690920 -0.851835 -0.61 0.15 -0.15 0.3753
H -0.537523 -1.476638 0.909553 -0.05 -0.16 -0.60 0.4204
```
Positions in Å, forces in eV/Å.

Results
Energy: -759.7642 Eh
SMILES string: NNS(=O)(=O)F
Net charge: 0

***

DFT (wB97M-V/def2-TZVPD) results for a cluster of 2 separate species, FH3N2OS in total.

The geometry in XYZ format:
```
8
Properties=species:S:1:pos:R:3:forces:R:3:nbo_charge:R:1
N -0.901699 -0.729576 0.969819 1.46 0.61 -2.30 -0.9750
N 0.579543 -0.393501 -1.250383 0.80 -0.14 -0.58 -1.0853
O -1.240458 -2.189222 -1.018292 -0.06 -0.39 -0.45 -0.8541
F 0.656117 2.852799 1.735423 -0.07 0.04 0.26 -0.5550
S -0.493759 -1.099899 -0.489936 -1.09 -0.18 2.26 2.1242
H -0.269376 0.056015 1.219615 -0.44 -0.48 0.18 0.3707
H 0.760331 2.399429 0.942657 0.10 -0.05 -0.34 0.5556
H 0.909300 -0.896044 -2.108903 -0.70 0.58 0.97 0.4189
```
Positions in Å, forces in eV/Å.

Results
Energy: -684.5138 Eh
SMILES string: N=S(=N)=O.F
Net charge: 0

***

DFT (wB97M-V/def2-TZVPD) results for an isolated molecule of FH3OP2.

The geometry in XYZ format:
```
7
Properties=species:S:1:pos:R:3:forces:R:3:nbo_charge:R:1
O 1.388745 1.320028 -0.635354 -0.84 -1.51 0.47 -0.9859
F 2.049404 -1.273459 -0.352708 -1.44 2.02 0.58 -0.6021
P -0.880236 -0.564825 -0.563526 -0.54 1.42 0.18 -0.0594
P 1.118281 0.007556 0.367055 0.66 -1.08 -0.74 1.1450
H 2.316155 1.334940 -0.840486 0.93 0.38 -0.19 0.5002
H -1.747573 -0.408730 0.600157 0.61 0.70 -0.50 0.0092
H -0.861617 -1.826216 -0.099019 0.62 -1.93 0.21 -0.0070
```
Positions in Å, forces in eV/Å.

Results
Energy: -859.6189 Eh
SMILES string: OP(F)#[PH2]
Net charge: 0

***

DFT (wB97M-V/def2-TZVPD) results for a cluster of 2 separate species, FH3OP2 in total.

The geometry in XYZ format:
```
7
Properties=species:S:1:pos:R:3:forces:R:3:nbo_charge:R:1
O 1.034447 -0.151120 0.893879 0.12 -0.43 0.14 -0.9930
F -2.801160 0.745532 -0.048186 0.29 -0.26 -0.28 -0.5860
P 0.009822 1.004072 0.354873 0.51 0.66 -0.75 0.5724
P -1.643991 -0.374161 0.253678 -1.23 -0.05 0.14 0.6466
H 1.964231 0.071317 0.803018 0.09 0.12 0.01 0.5072
H 0.281213 0.506707 -2.411994 -0.07 0.15 0.63 -0.0752
H -1.928137 -0.365813 1.646889 0.29 -0.20 0.11 -0.0720
```
Positions in Å, forces in eV/Å.

Results
Energy: -859.4956 Eh
Net charge: 0

***

DFT (wB97M-V/def2-TZVPD) results for a cluster of 2 separate species, FH3OSi in total.

The geometry in XYZ format:
```
6
Properties=species:S:1:pos:R:3:forces:R:3:nbo_charge:R:1
O -0.835073 -0.737520 0.133710 -2.62 -4.54 -0.85 -1.0103
F 1.774274 -0.567165 -0.051345 0.00 0.09 -0.04 -0.6576
Si 0.393415 0.248451 0.077587 2.17 0.40 0.18 1.7603
H -0.979065 -2.432752 -0.489466 0.56 3.45 0.95 0.4087
H 0.447632 1.237475 -0.985414 -0.12 0.22 -0.30 -0.2632
H 0.330718 0.798206 1.437007 0.00 0.38 0.07 -0.2379
```
Positions in Å, forces in eV/Å.

Results
Energy: -466.3203 Eh
Net charge: 0

***

DFT (wB97M-V/def2-TZVPD) results for an isolated molecule of FH3P2S.

The geometry in XYZ format:
```
7
Properties=species:S:1:pos:R:3:forces:R:3:nbo_charge:R:1
F 0.394457 1.953314 -0.409026 -0.40 -0.56 -0.67 -0.5947
P -1.262391 -0.510477 -0.473176 0.31 -1.02 -1.95 0.0391
P 0.595522 0.446392 0.157074 2.43 1.59 -0.47 1.0068
S 2.322766 -0.231107 -0.589310 -2.05 0.37 1.21 -0.4981
H -1.674608 -0.914581 0.743393 -0.43 -0.32 1.60 -0.0012
H -0.833322 -1.901165 -0.866253 0.01 1.71 0.52 0.0555
H 0.457579 1.157623 1.437295 0.14 -1.78 -0.24 -0.0074
```
Positions in Å, forces in eV/Å.

Results
Energy: -1182.5522 Eh
SMILES string: F[P@@H](P)=S
Net charge: 0

***

DFT (wB97M-V/def2-TZVPD) results for an isolated molecule of FH3P2S.

The geometry in XYZ format:
```
7
Properties=species:S:1:pos:R:3:forces:R:3:nbo_charge:R:1
F 1.012618 -1.724534 0.273624 -0.37 0.70 1.12 -0.6019
P -1.366454 -0.023090 0.634173 0.05 0.57 -0.41 0.0612
P 0.691013 -0.170483 -0.175142 2.25 -0.39 1.27 1.0117
S 1.955309 1.215305 0.450786 -1.40 -1.26 -0.50 -0.5067
H -2.048845 0.052531 -0.619492 0.21 -0.03 0.22 0.0155
H -1.291487 1.407147 0.810089 0.05 -0.66 -0.22 0.0360
H 1.047846 -0.756877 -1.374037 -0.78 1.07 -1.49 -0.0159
```
Positions in Å, forces in eV/Å.

Results
Energy: -1182.5569 Eh
SMILES string: F[P@@H](P)=S
Net charge: 0

***

DFT (wB97M-V/def2-TZVPD) results for a cluster of 2 separate species, FH3S in total.

The geometry in XYZ format:
```
5
Properties=species:S:1:pos:R:3:forces:R:3:nbo_charge:R:1
H 0.435987 0.715759 0.299533 0.12 0.11 0.03 0.1201
H 2.294561 0.909675 -0.238599 -0.08 0.05 0.00 0.1510
H -1.772101 0.103280 0.060462 -0.32 -0.08 -0.08 0.5527
F -2.690597 -0.007948 -0.018781 0.29 0.05 0.05 -0.5533
S 1.453558 -0.103574 0.002977 0.00 -0.13 0.00 -0.2706
```
Positions in Å, forces in eV/Å.

Results
Energy: -499.8344 Eh
SMILES string: F.S
Net charge: 0

***

DFT (wB97M-V/def2-TZVPD) results for an isolated molecule of FH4N2PS.

The geometry in XYZ format:
```
9
Properties=species:S:1:pos:R:3:forces:R:3:nbo_charge:R:1
N 0.871584 -1.857774 -0.990687 1.82 -0.38 3.09 -0.9787
N -0.809063 1.219722 1.818256 0.55 -0.68 -0.16 -1.1960
F -2.437222 0.580821 0.097773 -0.16 -0.36 0.34 -0.5865
P -1.693342 -0.142948 1.332366 1.45 0.36 -1.18 1.2121
S 0.292191 -0.541738 -0.106585 -0.32 -0.31 0.49 -0.0263
H 0.428239 -2.188465 -1.778662 -1.33 -0.53 -1.84 0.3736
H 1.450964 -2.601725 -0.507602 -1.27 1.52 -0.64 0.3828
H -0.497423 1.255818 2.823906 -0.11 -0.12 -1.87 0.4168
H -0.081326 1.371915 1.049566 -0.62 0.48 1.77 0.4022
```
Positions in Å, forces in eV/Å.

Results
Energy: -951.3154 Eh
SMILES string: NSP(N)F
Net charge: 0

***

DFT (wB97M-V/def2-TZVPD) results for a structure of composition FH8O4Zr.

The geometry in XYZ format:
```
14
Properties=species:S:1:pos:R:3:forces:R:3:lowdin_charge:R:1
Zr -9.668205 2.944022 -28.457319 -0.66 -6.75 2.60 2.5247
F -9.415190 0.887461 -27.910837 -0.50 5.45 -1.55 -0.3711
O -10.906399 -1.258007 -26.849901 -0.41 0.63 0.03 0.1121
H -10.453592 -2.044680 -27.153784 0.15 -0.92 -0.08 0.0929
H -10.349557 -0.534445 -27.137342 0.19 -0.05 0.14 -0.0167
O -7.534449 -1.141196 -28.802081 -0.64 0.16 -0.32 0.1086
H -6.600714 -0.934929 -28.759336 0.89 -0.26 -0.06 0.0906
H -7.953250 -0.470923 -28.262105 0.01 -0.02 0.36 -0.0065
O -9.246646 2.859487 -26.044765 -0.52 0.12 -3.29 -0.0226
H -9.132183 1.958456 -25.742653 0.10 -1.11 0.26 0.1030
H -9.176166 3.389578 -25.250876 -0.02 1.27 0.78 0.1390
O -11.286789 1.825713 -29.818974 2.17 2.17 1.66 -0.0200
H -11.826312 2.234850 -30.495549 -0.72 0.71 -0.87 0.1329
H -11.534617 0.901414 -29.840761 -0.02 -1.43 0.36 0.1330
```
Positions in Å, forces in eV/Å.

Results
Energy: -451.2139 Eh
Net charge: +3

***

DFT (wB97M-V/def2-TZVPD) results for an isolated molecule of FHN2O2S.

The geometry in XYZ format:
```
7
Properties=species:S:1:pos:R:3:forces:R:3:nbo_charge:R:1
N 3.448169 -0.135004 -0.565378 -1.27 0.05 0.64 0.1471
N 2.700922 -0.095473 0.395137 3.20 -0.65 1.46 0.1320
O 1.445529 0.132368 0.553766 -0.88 -0.80 0.52 -0.4981
O -0.356762 1.656140 0.194051 -0.80 0.09 -0.07 -0.8641
F 4.722328 -0.419161 0.086293 -0.66 0.25 -0.89 -0.2572
S 0.211955 0.545660 -0.521425 2.85 2.00 -2.23 1.3448
H 1.452261 1.144058 -1.344229 -2.44 -0.94 0.57 -0.0044
```
Positions in Å, forces in eV/Å.

Results
Energy: -758.4024 Eh
Net charge: 0

***

DFT (wB97M-V/def2-TZVPD) results for a cluster of 2 separate species, FHNO in total.

The geometry in XYZ format:
```
4
Properties=species:S:1:pos:R:3:forces:R:3:nbo_charge:R:1
N 0.360649 -0.237938 0.293850 -3.18 -4.76 -0.65 -0.0307
O -0.742258 -1.042358 0.457756 4.22 3.89 -0.10 -0.5725
F 0.136623 0.573378 -1.365090 0.19 0.09 0.32 -0.6737
H 0.244985 0.706917 0.613485 -1.22 0.79 0.43 0.2769
```
Positions in Å, forces in eV/Å.

Results
Energy: -230.3666 Eh
Net charge: -1

***

DFT (wB97M-V/def2-TZVPD) results for a cluster of 2 separate species, FHNO in total.

The geometry in XYZ format:
```
4
Properties=species:S:1:pos:R:3:forces:R:3:nbo_charge:R:1
N -0.287700 1.534216 0.245083 -0.62 -1.29 0.75 0.1188
O 0.802295 -0.744162 -0.920810 -0.37 -0.89 0.61 -1.2046
F -1.064119 0.802046 1.136163 0.71 0.86 -0.83 -0.2987
H 0.549524 -1.592100 -0.460436 0.27 1.33 -0.53 0.3845
```
Positions in Å, forces in eV/Å.

Results
Energy: -230.2572 Eh
Net charge: -1

***

DFT (wB97M-V/def2-TZVPD) results for a cluster of 2 separate species, FHOS in total.

The geometry in XYZ format:
```
4
Properties=species:S:1:pos:R:3:forces:R:3:nbo_charge:R:1
H -1.679981 0.397863 0.282162 0.15 -0.13 -0.07 0.5700
O 1.521049 0.715153 -0.096218 0.07 -1.11 0.03 -0.6891
F -1.273541 -0.332548 -0.122946 -0.26 0.05 0.05 -0.5621
S 1.432473 -0.780467 -0.062998 0.04 1.19 -0.02 0.6813
```
Positions in Å, forces in eV/Å.

Results
Energy: -573.7982 Eh
SMILES string: O=S.F
Net charge: 0

***

DFT (wB97M-V/def2-TZVPD) results for a cluster of 2 separate species, FI3Si in total.

The geometry in XYZ format:
```
5
Properties=species:S:1:pos:R:3:forces:R:3:nbo_charge:R:1
F 1.751552 0.127348 -1.819458 -1.77 0.05 1.97 -0.7310
Si -0.171524 0.003530 0.265027 1.34 0.18 -1.62 0.7612
I 1.440806 -0.527604 1.966931 -0.49 0.06 -0.57 0.0107
I -1.385825 -1.463759 -1.159138 0.35 -0.12 0.26 0.0061
I -1.635008 1.860484 0.746638 0.56 -0.17 -0.04 -0.0470
```
Positions in Å, forces in eV/Å.

Results
Energy: -1282.4478 Eh
Net charge: 0

***

DFT (wB97M-V/def2-TZVPD) results for an isolated molecule of FIO3S.

The geometry in XYZ format:
```
6
Properties=species:S:1:pos:R:3:forces:R:3:nbo_charge:R:1
O 0.000832 -0.985998 -1.107202 0.20 -0.67 -0.29 -0.8961
O -0.331222 1.418817 -0.840356 -0.21 0.69 -0.13 -0.8840
O 0.035694 0.023550 1.141838 -1.75 -1.13 0.29 -0.8458
F 1.795970 0.428728 -0.234355 -1.23 -0.19 -0.48 -0.4740
S 0.218013 0.206641 -0.394186 2.10 0.65 0.28 2.5807
I -1.719287 -1.091738 1.434261 0.89 0.66 0.33 0.5192
```
Positions in Å, forces in eV/Å.

Results
Energy: -1021.4184 Eh
Net charge: 0

***

DFT (wB97M-V/def2-TZVPD) results for a structure of composition FIZn.

The geometry in XYZ format:
```
3
Properties=species:S:1:pos:R:3:forces:R:3:nbo_charge:R:1
Zn 0.012367 0.129153 -0.597003 6.66 5.33 0.57 1.4734
I 1.173547 0.700223 1.305997 1.35 0.88 1.19 -0.6179
F -1.185913 -0.829377 -0.708993 -8.01 -6.21 -1.76 -0.8555
```
Positions in Å, forces in eV/Å.

Results
Energy: -2176.8879 Eh
Net charge: 0

***

DFT (wB97M-V/def2-TZVPD) results for an isolated molecule of FNO2.

The geometry in XYZ format:
```
4
Properties=species:S:1:pos:R:3:forces:R:3:nbo_charge:R:1
N 0.089467 -0.101956 0.034418 -0.72 0.65 5.53 0.7820
O 0.717954 -0.499739 -0.837733 0.46 -0.48 -1.02 -0.2089
O 0.121675 -0.252603 1.285003 -0.39 0.59 -4.85 -0.3084
F -0.947604 0.859371 -0.378031 0.65 -0.76 0.34 -0.2647
```
Positions in Å, forces in eV/Å.

Results
Energy: -304.9438 Eh
SMILES string: O=[N+]([O-])F
Net charge: 0

***

DFT (wB97M-V/def2-TZVPD) results for a structure of composition FO2S.

The geometry in XYZ format:
```
4
Properties=species:S:1:pos:R:3:forces:R:3:nbo_charge:R:1
O -0.631098 1.234239 -0.322427 0.82 -1.32 0.87 -0.9538
O 1.008900 0.078302 1.154837 -0.27 0.00 -0.86 -0.9576
F -0.127756 -1.320277 -1.245557 0.28 0.86 1.09 -0.7672
S -0.250046 0.007736 0.413146 -0.83 0.46 -1.10 1.6786
```
Positions in Å, forces in eV/Å.

Results
Energy: -648.5965 Eh
Net charge: -1